(a)
Formula: C17H27N3O2
Source: the OMol25 dataset
Level of theory: ωB97M-V/def2-TZVPD

```
49
Properties=species:S:1:pos:R:3
H -6.7453 -2.0237 0.0587
H -4.4341 -0.2351 0.9194
C 8.2392 -1.5238 -0.7226
H -5.9824 0.3515 0.3089
H 4.8451 1.5349 -0.3985
C -4.9798 -2.9193 0.8970
H -3.9960 0.5954 -2.8045
H 0.4070 2.5388 2.5892
H 7.4403 -3.1144 0.4813
C -0.6343 1.2737 -0.4772
C 7.2808 -2.1231 0.0831
H 5.3439 -1.8647 0.9947
H -3.4295 1.6169 0.0087
C 0.5465 2.2382 1.5449
H -1.5584 2.2930 1.1875
H 0.8095 3.1189 0.9540
H -4.5722 -3.2136 -0.0665
H -2.8956 2.3533 -1.4986
O 3.0122 2.5495 0.0716
H 9.1589 -2.0303 -0.9679
C -0.7362 1.5992 1.0118
H 8.6900 0.2670 -1.8382
H 0.2467 0.6484 -0.6414
H -1.6565 0.2178 -2.0369
C -5.2651 -0.4714 0.2523
H -2.0269 -0.3577 -0.4114
H -0.4886 2.1991 -1.0382
H -5.1315 1.4519 -1.7631
C -3.1239 1.4000 -1.0150
N 1.6670 1.3353 1.4592
N 4.8361 0.6211 0.0546
O 3.4703 -0.6436 1.4106
H -4.1547 -2.6517 1.5540
N 6.8735 0.4154 -0.9377
C -1.8626 0.5381 -1.0128
H -6.4024 -1.5444 1.7200
C 5.9605 -0.1631 -0.1661
H -3.9467 -1.3055 -1.2386
C -4.7607 -0.5827 -1.1853
C 3.7315 0.3642 0.7795
H 1.6109 0.4341 1.9191
H -0.9403 0.6834 1.5726
H -5.4915 -3.7787 1.3243
C 6.1146 -1.4399 0.3743
C -4.2907 0.7533 -1.7638
H -5.5734 -0.9575 -1.8130
C 2.7582 1.5513 0.7229
C 7.9813 -0.2510 -1.2058
C -5.9445 -1.7482 0.7488
```

The value obtained for the HOMO energy is -9.02 eV. Its gap between HOMO and LUMO is 0.349 Ha. The LUMO energy comes out at 0.49 eV. The SMILES is CCCCCCCCCCNC(=O)C(=O)Nc1ccccn1.


(b)
Formula: C17H27N3O2
Source: the OMol25 dataset
Level of theory: ωB97M-V/def2-TZVPD

```
49
Properties=species:S:1:pos:R:3
C -3.8838 1.5301 -1.2143
H 4.3978 0.5949 0.2444
H -1.8622 -1.8003 -1.0102
H 4.7813 -2.6449 -1.6626
C 1.0947 1.4099 3.0001
H 3.6672 1.7045 -2.5413
H -0.0425 -1.9930 4.3900
H -4.5273 2.2555 -0.6851
C -1.6390 0.3219 -0.8316
H 0.1974 2.3124 4.6977
H -3.8554 1.8719 -2.2724
H 3.5365 -3.3619 -2.7089
C 2.0245 0.3610 1.0945
C -2.4311 -0.9562 -0.6129
H -6.3893 1.1393 -0.7686
C 2.0924 -0.6681 0.1056
C 0.2221 -1.0144 3.9913
H -0.6835 0.1335 5.5876
H 3.5628 -0.8692 -2.8523
H 4.8431 2.3981 -1.3988
C -3.8335 -0.9616 -1.2326
H -1.9426 2.4335 -1.0287
N 3.0166 -0.4753 -0.9173
C 0.9124 -0.9692 2.7938
C -0.1083 0.1607 4.6686
C 0.3709 1.3745 4.1686
C -5.9643 0.2521 -1.2550
H 1.1319 -1.8487 2.1998
H 3.2527 -3.2493 -0.9607
H 1.9918 -1.5514 -2.3725
C -2.4756 1.5735 -0.6132
H -4.4567 -1.7242 -0.7309
H -2.5806 1.6995 0.4776
H 2.4555 1.3440 0.8957
H 3.1183 2.3688 -0.9715
O 1.3609 -1.6836 0.0996
C 4.1563 0.4648 -0.8224
N 1.3237 0.2513 2.2767
O -0.4627 0.3476 -1.1444
H 1.5089 2.3184 2.5706
H -2.5453 -1.0811 0.4768
H -6.3698 -0.6476 -0.7764
H 5.0070 -0.0357 -1.3120
H -3.7756 -1.2757 -2.2982
C 3.7020 -2.7471 -1.8204
H -6.3080 0.2551 -2.3042
C 3.0332 -1.4064 -2.0568
N -4.5424 0.2703 -1.0840
C 3.9178 1.8181 -1.4788
```

The value obtained for the HOMO energy is -6.66 eV. Its gap between HOMO and LUMO is 0.256 Ha. The LUMO energy comes out at 0.32 eV.


Energy comparison, zero being the most stable, in kJ/mol: (a) 0.0; (b) 362.4.


(a)
Formula: C2H3NOS
Source: the OMol25 dataset
Level of theory: ωB97M-V/def2-TZVPD

```
8
Properties=species:S:1:pos:R:3
C -0.1144 -1.4609 0.2558
H -0.0840 -1.3674 1.3402
S -0.1675 2.1514 -0.0286
C 0.5785 0.7181 -0.4768
O -1.4685 1.9874 0.6332
N 0.1993 -0.5498 -0.5471
H 1.4895 0.9305 -1.0178
H -0.4328 -2.4092 -0.1589
```

The value obtained for the HOMO energy (alpha / beta) is -8.53 / -8.53 eV. Its gap between HOMO and LUMO (alpha / beta) is 0.304 / 0.304 Ha. The LUMO energy (alpha / beta) comes out at -0.25 / -0.25 eV.


(b)
Formula: C2H3NOS
Source: the OMol25 dataset
Level of theory: ωB97M-V/def2-TZVPD

```
8
Properties=species:S:1:pos:R:3
N -0.2159 -1.2782 0.1306
C 0.2430 1.2031 0.2449
H 1.8003 -1.5611 0.1074
H 0.4959 1.2265 1.3175
C 0.9715 -0.8244 0.0505
H 0.4811 2.0765 -0.3560
O 1.3529 0.4045 -0.2768
S -1.2111 0.1061 -0.0963
```

The value obtained for the HOMO energy is -8.79 eV. Its gap between HOMO and LUMO is 0.354 Ha. The LUMO energy comes out at 0.84 eV.


Energy comparison, zero being the most stable, in kJ/mol: (a) 72.4; (b) 0.0.


(a)
Formula: C2H3NOS
Source: the OMol25 dataset
Level of theory: ωB97M-V/def2-TZVPD

```
8
Properties=species:S:1:pos:R:3
H 0.9232 -1.2409 -1.0902
S -0.9056 0.8196 -2.3824
C 0.3535 -0.5164 -0.3529
N 0.7351 -0.6975 0.7663
H 0.1511 -0.3556 2.4084
O 0.5079 0.3540 1.5045
H -1.1064 1.0612 -0.0379
C -0.6588 0.5755 -0.8156
```

The value obtained for the HOMO energy is -8.92 eV. Its gap between HOMO and LUMO is 0.297 Ha. The LUMO energy comes out at -0.84 eV. The SMILES is O/N=C\C=S.


(b)
Formula: C2H3NOS
Source: the OMol25 dataset
Level of theory: ωB97M-V/def2-TZVPD

```
8
Properties=species:S:1:pos:R:3
H 0.8933 1.7847 -0.9557
N -2.8089 -1.0338 0.2460
H 1.7761 -0.5850 -0.3821
H 1.4819 -1.5304 0.7941
O 1.6775 -0.6125 0.5905
S -0.0018 1.6925 0.0904
C -1.9876 -0.2072 0.1177
C -1.0306 0.4917 -0.5009
```

The value obtained for the HOMO energy is -8.98 eV. Its gap between HOMO and LUMO is 0.271 Ha. The LUMO energy comes out at -1.60 eV.


(c)
Formula: C2H3NOS
Source: the OMol25 dataset
Level of theory: ωB97M-V/def2-TZVPD

```
8
Properties=species:S:1:pos:R:3
H -0.3476 -0.1727 -0.9440
H -0.8699 -0.0157 0.8902
C -0.0077 -0.1801 0.0390
C 1.7110 -1.8459 0.4970
H 0.7511 0.6019 0.1926
O 2.6153 -2.2460 -0.1115
N 0.4492 -1.4440 0.5636
S 1.2097 -1.6346 2.2147
```

The value obtained for the HOMO energy is -9.22 eV. Its gap between HOMO and LUMO is 0.343 Ha. The LUMO energy comes out at 0.10 eV. The SMILES is CN1SC1=O.


Energy comparison, zero being the most stable, in kJ/mol: (a) 245.7; (b) 138.6; (c) 0.0.


(a)
Formula: C5H6S2
Source: the OMol25 dataset
Level of theory: ωB97M-V/def2-TZVPD

```
13
Properties=species:S:1:pos:R:3
C 0.5311 2.6648 0.3792
H 0.9826 -2.9076 0.0955
H -1.2602 -0.3580 -1.5157
S -0.2942 -0.7172 0.7433
C 0.9002 -1.9074 -0.2532
S 2.3876 -0.9061 -0.3017
H -1.6643 0.8892 -0.1116
C 1.7817 0.5800 -0.3694
C 1.1578 1.6587 -0.0192
H 0.6725 3.6519 0.7060
H -0.9445 -1.7425 1.4136
H -2.5755 -0.7571 -0.2694
C -1.6749 -0.1488 -0.4974
```

The value obtained for the HOMO energy (alpha / beta) is -7.26 / -7.26 eV. Its gap between HOMO and LUMO (alpha / beta) is 0.247 / 0.247 Ha. The LUMO energy (alpha / beta) comes out at -0.55 / -0.55 eV.


(b)
Formula: C5H6S2
Source: the OMol25 dataset
Level of theory: ωB97M-V/def2-TZVPD

```
13
Properties=species:S:1:pos:R:3
H -1.5243 0.1308 -1.2055
C 1.7180 1.4989 0.2020
S 2.7253 0.2005 -0.3907
S 1.5270 -1.3641 0.2504
H -2.2118 -0.4340 0.8155
C -1.0184 -0.7482 -0.9824
H 2.4430 2.2281 0.5119
C 0.4185 1.4293 0.3891
C -1.3652 -0.9964 0.4363
H -1.1491 -1.4773 -1.6980
H -0.0607 2.1454 0.9996
C 0.0274 -0.5323 0.0302
H -1.5296 -2.0807 0.6416
```

The value obtained for the HOMO energy is -8.18 eV. Its gap between HOMO and LUMO is 0.313 Ha. The LUMO energy comes out at 0.35 eV.


Energy comparison, zero being the most stable, in kJ/mol: (a) 386.1; (b) 0.0.